{"formula": "C20H19N3O5", "method": "ωB97M-V/def2-TZVPD", "elements": ["C", "C", "N", "N", "C", "C", "C", "C", "C", "C", "C", "C", "C", "N", "C", "O", "C", "O", "C", "O", "C", "C", "C", "C", "O", "C", "C", "O", "H", "H", "H", "H", "H", "H", "H", "H", "H", "H", "H", "H", "H", "H", "H", "H", "H", "H", "H"], "positions_angstrom": [[-2.090, -2.672, -2.121], [-2.557, -1.668, -1.129], [-3.682, -1.001, -1.267], [-3.796, -0.205, -0.195], [-4.924, 0.621, -0.090], [-5.569, 0.827, 1.125], [-6.684, 1.645, 1.178], [-7.171, 2.243, 0.028], [-6.547, 2.010, -1.186], [-5.427, 1.204, -1.249], [-2.734, -0.331, 0.651], [-2.555, 0.477, 1.882], [-1.909, -1.277, 0.066], [-0.698, -1.835, 0.508], [0.332, -1.184, 1.086], [0.355, -0.005, 1.360], [1.514, -2.106, 1.441], [2.727, -1.386, 1.342], [2.969, -0.870, 0.129], [2.244, -1.120, -0.825], [4.170, -0.049, 0.060], [4.957, 0.190, 1.192], [6.081, 0.972, 1.125], [6.450, 1.549, -0.097], [7.562, 2.315, -0.126], [5.683, 1.328, -1.228], [4.541, 0.533, -1.171], [3.837, 0.357, -2.292], [-2.084, -3.672, -1.684], [-1.081, -2.433, -2.454], [-2.760, -2.669, -2.975], [-5.218, 0.336, 2.018], [-7.179, 1.807, 2.123], [-8.042, 2.879, 0.077], [-6.932, 2.462, -2.088], [-4.930, 1.005, -2.185], [-1.496, 0.694, 2.010], [-2.896, -0.068, 2.764], [-3.104, 1.413, 1.811], [-0.534, -2.769, 0.161], [1.439, -2.414, 2.486], [1.544, -2.984, 0.786], [4.659, -0.255, 2.128], [6.691, 1.162, 1.992], [7.705, 2.660, -1.016], [5.951, 1.769, -2.178], [3.055, -0.202, -2.079]], "homo_energy_ev": -8.2577, "energy_ha": -1314.05408, "lumo_energy_ev": 0.585, "charge": 0, "smiles": "Cc1nn(-c2ccccc2)c(C)c1NC(=O)COC(=O)c1ccc(O)cc1O", "max_force_ev_per_a": 0.82, "multiplicity": 1}